# 1
C6H9N | ωB97M-V/def2-TZVPD

```
! wB97M-V def2-TZVPD RIJCOSX def2/J DEFGRID3
* xyz 0 1
C 2.024 -1.653 0.798
C 0.823 -1.659 0.732
C -0.634 -1.608 0.510
N -1.138 -0.263 0.278
C -0.372 0.670 -0.428
C 0.486 0.308 -1.387
C -0.550 2.121 -0.030
H 3.087 -1.581 0.798
H -0.855 -2.269 -0.336
H -1.184 -2.024 1.362
H -1.634 0.121 1.065
H 1.112 1.042 -1.886
H 0.579 -0.724 -1.708
H 0.430 2.599 0.060
H -1.047 2.229 0.939
H -1.126 2.691 -0.768
*
```

Results
Maximum force (eV/Å): 0.5
SMILES string: C#CCNC(=C)C
Total energy (Ha): -288.6774
Energy relative to the best compared isomer or geometry (same formula, charge and spin) (kJ/mol): 274.7

=====

# 2
C6H9N | ωB97M-V/def2-TZVPD

```
! wB97M-V def2-TZVPD RIJCOSX def2/J DEFGRID3
* xyz 0 1
C -1.671 -0.919 2.692
C -1.288 -0.305 1.420
C -0.969 0.174 0.362
C -0.579 0.680 -0.959
N 0.826 1.090 -1.020
C 1.614 0.510 -2.095
C 1.814 0.081 -0.690
H -2.620 -1.455 2.591
H -1.783 -0.171 3.482
H -0.911 -1.639 3.011
H -0.809 -0.100 -1.705
H -1.193 1.552 -1.215
H 2.319 1.175 -2.588
H 1.120 -0.203 -2.757
H 1.462 -0.911 -0.409
H 2.667 0.442 -0.120
*
```

Results
Maximum force (eV/Å): 0.5
SMILES string: CC#CCN1CC1
Total energy (Ha): -288.6639
Energy relative to the best compared isomer or geometry (same formula, charge and spin) (kJ/mol): 310.2

=====

# 3
C6H9N | ωB97M-V/def2-TZVPD

```
! wB97M-V def2-TZVPD RIJCOSX def2/J DEFGRID3
* xyz 0 1
C -2.695 -0.007 1.980
C -1.432 0.294 1.304
C -0.389 0.550 0.757
C 0.857 0.922 0.075
N 1.637 -0.230 -0.381
C 2.055 -0.207 -1.773
C 0.994 -1.134 -1.314
H -3.386 0.840 1.906
H -2.533 -0.216 3.041
H -3.182 -0.879 1.532
H 0.607 1.603 -0.757
H 1.486 1.492 0.769
H 3.063 -0.559 -1.979
H 1.734 0.638 -2.384
H -0.030 -0.921 -1.618
H 1.215 -2.187 -1.157
*
```

Results
Maximum force (eV/Å): 0.5
SMILES string: CC#CCN1CC1
Total energy (Ha): -288.6640
Energy relative to the best compared isomer or geometry (same formula, charge and spin) (kJ/mol): 309.9

=====

# 4
C6H9N | ωB97M-V/def2-TZVPD

```
! wB97M-V def2-TZVPD RIJCOSX def2/J DEFGRID3
* xyz 0 1
H -0.433 -1.596 2.563
N -0.324 -1.521 1.555
C -0.383 -0.299 1.180
C -0.655 0.854 2.114
C -0.351 -0.041 -0.279
C 0.056 -1.445 -1.027
C 0.600 -0.328 -1.362
C 1.082 0.484 -2.481
H -1.030 0.495 3.079
H 0.280 1.399 2.281
H -1.382 1.562 1.699
H -1.080 0.741 -0.566
H 0.098 -2.377 -0.479
H 1.219 -0.157 -3.355
H 2.002 1.003 -2.218
H 0.301 1.228 -2.705
*
```

Results
Maximum force (eV/Å): 1.1
SMILES string: [H]/N=C(\C)[C@@H]1C=C1C
Total energy (Ha): -288.6272
Energy relative to the best compared isomer or geometry (same formula, charge and spin) (kJ/mol): 406.7

=====

# 5
C6H9N | ωB97M-V/def2-TZVPD

```
! wB97M-V def2-TZVPD RIJCOSX def2/J DEFGRID3
* xyz 0 1
C 1.432 0.261 -1.690
C 1.057 -0.379 -0.571
C -0.665 0.374 0.157
C 1.657 -1.447 0.238
C -1.234 -0.191 1.372
C -1.202 1.461 -0.660
N 1.725 0.818 -2.669
H 1.536 -1.251 1.304
H 2.724 -1.521 0.022
H 1.198 -2.417 0.020
H -1.260 0.568 2.161
H -0.671 -1.045 1.735
H -2.267 -0.504 1.193
H -1.067 2.423 -0.156
H -0.689 1.521 -1.619
H -2.274 1.330 -0.838
*
```

Results
Maximum force (eV/Å): 6.8
Total energy (Ha): -288.6058
Energy relative to the best compared isomer or geometry (same formula, charge and spin) (kJ/mol): 462.8

=====

# 6
C6H9N | ωB97M-V/def2-TZVPD

```
! wB97M-V def2-TZVPD RIJCOSX def2/J DEFGRID3
* xyz 0 1
C 1.497 1.056 -0.256
C 1.652 -0.251 -0.215
C 0.877 -1.319 0.616
N -0.594 -1.333 0.541
C -1.007 -1.082 -0.843
C -1.243 -0.161 0.023
C -1.944 1.128 0.267
H 0.822 1.562 0.380
H 2.289 1.640 -0.912
H 2.429 -0.589 -0.859
H 1.059 -2.278 0.334
H 1.101 -1.169 1.623
H -0.657 -1.420 -1.822
H -2.715 1.427 -0.450
H -1.127 1.820 0.422
H -2.437 0.970 1.152
*
```

Results
Maximum force (eV/Å): 3.8
SMILES string: C=CCN1C=C1C
Total energy (Ha): -288.5742
Energy relative to the best compared isomer or geometry (same formula, charge and spin) (kJ/mol): 545.8

=====

# 7
C6H9N | ωB97M-V/def2-TZVPD

```
! wB97M-V def2-TZVPD RIJCOSX def2/J DEFGRID3
* xyz 0 1
C 1.807 -1.063 0.757
C 0.615 -0.405 0.154
C 0.695 0.844 -0.284
C -0.631 1.460 -0.512
C -1.649 0.451 0.010
N -1.778 -0.734 -0.794
C -0.824 -0.823 0.307
H 1.609 -1.183 1.829
H 2.644 -0.361 0.665
H 2.097 -2.027 0.338
H 1.581 1.398 -0.570
H -0.532 1.426 -1.613
H -0.702 2.450 -0.038
H -2.560 0.833 0.491
H -1.359 -0.592 -1.706
H -1.012 -1.674 0.967
*
```

Results
Maximum force (eV/Å): 1.7
SMILES string: CC1=CC[C@H]2N[C@@H]12
Total energy (Ha): -288.6981
Energy relative to the best compared isomer or geometry (same formula, charge and spin) (kJ/mol): 220.4

=====

# 8
C6H9N | ωB97M-V/def2-TZVPD

```
! wB97M-V def2-TZVPD RIJCOSX def2/J DEFGRID3
* xyz 0 1
C -1.781 1.139 -0.509
C 0.650 0.540 0.204
C 0.875 -0.458 -0.901
C 2.157 -0.941 -0.378
C 3.205 -1.233 0.142
C -0.369 -0.044 1.154
N -1.637 -0.008 0.394
H -1.041 1.093 -1.316
H -1.677 2.126 -0.033
H -2.760 1.071 -0.990
H 1.039 0.025 -1.870
H 0.142 -1.273 -1.006
H 4.153 -1.499 0.551
H -0.135 -1.097 1.401
H -0.422 0.526 2.096
H -2.399 0.034 1.062
*
```

Results
Maximum force (eV/Å): 0.6
Total energy (Ha): -288.5445
Energy relative to the best compared isomer or geometry (same formula, charge and spin) (kJ/mol): 623.7